72
Properties=species:S:1:pos:R:3:forces:R:3 method="wB97M-V/def2-TZVPD" s_squared=0.75 lumo_ev="2.28 / 2.22" fmax_ha_per_bohr=0.148 total_charge=-1 spin_multiplicity=2 gap_ev="2.221 / 8.758" molar_mass_g_mol=540.504 homo_energy_ev="0.1 / -6.5" e_above_lowest_kcal_mol=31.9 energy_ev=-55170.550
N -4.660 -9.286 4.052 -0.52 2.64 5.70
H -7.082 -15.038 1.412 0.15 -0.17 0.33
C -3.203 -7.114 7.744 2.01 1.36 0.84
H -2.716 -14.152 6.734 0.53 -0.26 -0.08
N -6.977 -10.584 6.561 -0.08 -1.79 0.43
H -3.510 -6.521 9.616 -0.43 -0.37 -0.16
N -4.227 -10.471 2.459 2.00 -4.86 -4.12
H -2.221 -14.516 1.642 0.03 -0.44 -0.20
H -6.199 -10.626 7.203 -0.29 0.06 -0.15
H -5.711 -5.825 5.123 0.06 0.33 -0.08
H -6.400 -4.314 4.466 0.15 -1.27 -0.46
H -6.192 -16.033 2.552 -0.40 0.18 -0.14
H -4.290 -13.059 0.724 -0.35 0.08 0.02
H -4.845 -7.381 8.761 -0.02 0.68 0.77
O -7.596 -3.674 0.812 -0.27 6.51 -3.97
O -4.215 -10.889 -0.337 1.27 -0.31 0.28
H -4.074 -11.284 6.722 -0.07 0.08 0.48
H -8.425 -10.345 4.842 -0.82 -0.32 -0.55
N -5.002 -10.399 -2.353 0.38 -2.90 -5.76
H -5.002 -8.447 4.500 0.10 -0.48 0.38
O -3.519 -12.057 4.663 -0.68 -0.90 -0.77
H -4.282 -10.099 4.518 -0.35 0.52 0.72
H -8.235 -4.002 2.903 -0.20 -0.55 0.51
C -5.154 -14.546 1.830 -0.02 1.99 -2.22
H -3.174 -12.220 7.803 0.30 -0.68 -0.63
C -5.695 -4.107 6.251 4.53 -4.40 1.25
C -7.606 -4.728 1.279 1.64 -4.18 0.48
O -0.037 -12.421 0.854 -0.62 -0.31 0.05
C -4.612 -9.313 2.778 -1.29 1.23 -1.14
H -4.702 -8.172 6.817 -0.23 0.29 -0.17
N -1.693 -12.530 2.421 0.16 2.66 1.16
H -2.470 -12.975 2.890 0.09 0.12 -0.16
O -4.832 -4.400 7.095 -1.51 0.41 -0.13
N -5.143 -13.541 0.971 -1.89 1.13 -1.84
H -5.929 -8.643 -1.610 0.13 0.25 0.72
C -3.295 -12.678 5.700 0.70 4.25 -1.12
H -7.615 -11.363 6.480 0.32 -0.38 0.25
C -7.387 -9.414 6.074 3.74 1.27 2.33
H -5.359 -8.561 0.044 0.21 -0.08 0.53
N -7.125 -5.835 0.723 0.25 -1.04 -1.67
H -7.186 -6.706 1.231 0.41 -0.15 -0.73
H -5.478 -9.810 -3.021 0.25 0.02 0.51
H -8.725 -8.677 4.819 0.11 0.05 -0.01
H -7.963 -5.755 3.022 -0.07 0.34 -0.02
C -0.993 -13.004 1.379 2.05 2.76 1.10
H -3.350 -7.512 5.905 -0.45 -0.60 -0.29
H -1.369 -11.622 2.723 -0.58 -0.08 0.18
H -6.212 -2.333 6.878 0.20 -0.01 -0.25
H -3.925 -11.156 3.138 -0.21 0.01 -0.49
N -6.210 -15.324 1.833 -2.34 -2.00 0.41
O -4.995 -8.439 2.010 -0.57 1.78 -1.20
C -4.724 -10.101 -1.115 -1.13 -1.94 1.60
N -8.485 -9.487 5.372 -2.29 0.17 -1.88
H -6.955 -2.784 5.413 0.14 -0.17 0.36
N -2.462 -13.614 5.917 3.25 -6.44 -0.66
H -2.083 -14.163 5.159 -0.22 0.03 -0.11
N -3.921 -7.536 6.738 0.11 -1.13 -3.81
H -6.918 -5.683 -0.254 0.18 -0.93 0.20
N -6.229 -2.967 6.092 -2.76 6.84 0.97
H -0.868 -14.823 0.561 -0.33 0.28 0.04
N -3.499 -12.104 6.853 -3.71 3.88 3.10
H -4.892 -11.346 -2.688 0.37 0.20 0.29
O -4.179 -14.715 2.461 4.56 -1.94 3.94
H -5.977 -13.518 0.402 0.59 0.89 -0.47
N -6.040 -4.876 5.224 -0.76 -1.72 -1.53
N -5.417 -9.048 -0.839 -1.43 4.49 1.74
N -7.927 -4.882 2.514 -1.90 -0.06 5.23
O -2.035 -6.763 7.735 1.09 0.11 -0.86
N -3.917 -6.986 8.817 -2.10 -0.29 3.59
O -6.682 -8.426 6.324 -0.61 0.86 -0.35
N -1.391 -14.201 1.161 -0.96 -5.12 -2.22
H -4.245 -10.657 1.466 0.39 -0.51 -0.06

=====

72
Properties=species:S:1:pos:R:3:forces:R:3 method="wB97M-V/def2-TZVPD" lumo_ev=0.02 fmax_ha_per_bohr=0.049 spin_multiplicity=1 gap_ev=8.663 molar_mass_g_mol=540.504 homo_energy_ev=-8.6 e_above_lowest_kcal_mol=43.9 energy_ev=-55175.230
H 1.904 -4.383 -0.030 -0.61 0.30 0.23
N 0.142 1.393 4.399 -1.13 0.08 0.93
C -2.033 3.210 -1.451 -0.02 0.03 -2.10
O 3.646 3.833 -0.727 -0.76 -0.51 -0.05
N 2.132 2.077 -0.651 1.15 0.39 -0.42
H -1.321 0.376 1.311 0.07 -0.05 -0.13
N 2.615 -3.799 -3.153 -0.29 -1.11 -0.49
H 1.536 5.113 0.092 -0.02 -0.02 -0.03
H 0.178 0.122 -3.320 -0.84 0.29 -0.87
N 2.427 0.849 -3.734 -0.23 -0.48 0.81
H -3.508 4.409 -2.268 -0.09 0.33 0.03
N -1.424 0.560 0.319 0.83 -0.24 -0.02
N 3.416 -1.892 -2.184 -1.00 0.22 0.25
N -6.394 0.572 1.390 0.06 0.71 -0.37
N -0.809 -0.682 4.446 -0.52 -0.43 0.04
H 0.784 1.030 5.083 0.17 0.59 0.17
H 2.299 -0.051 -3.309 0.18 -0.08 -0.03
O 1.525 -2.967 -1.356 1.13 0.52 -1.21
H 0.639 3.587 0.145 -0.46 0.79 -0.08
H 4.305 -2.150 -2.570 0.14 0.41 0.02
C -0.767 -0.229 -0.597 -0.92 0.68 0.08
H -3.228 0.465 1.104 -0.63 0.17 -0.53
N -4.158 0.855 0.997 -0.35 -0.35 0.62
H -0.638 -1.672 0.710 0.35 -0.67 0.01
O -1.945 1.106 3.560 -0.12 -0.20 0.39
N 0.208 0.573 -4.246 1.25 -0.13 0.74
H -1.527 -1.276 4.054 -0.15 0.07 0.36
O -0.422 0.290 -1.677 -0.11 -1.22 1.02
N 1.879 -4.701 0.928 1.49 -0.36 0.61
H -7.258 0.135 1.646 0.17 -0.33 0.01
H -1.355 1.540 0.059 0.11 0.13 0.23
H -0.406 -1.011 5.308 0.00 0.08 0.01
C 1.335 1.361 -4.384 0.27 0.49 -2.44
C -1.018 0.667 4.211 1.09 -0.13 -1.70
H -6.356 1.567 1.268 -0.46 0.03 0.20
O -4.949 -1.205 1.584 -0.33 0.38 0.27
H 0.163 -1.874 -0.853 -0.43 -0.74 0.91
C -5.176 -0.028 1.340 0.76 -0.60 -0.14
C 2.400 -0.248 1.649 0.34 0.06 -0.58
C 2.453 -2.852 -2.195 -0.16 -0.73 0.74
N -2.773 4.355 -1.594 1.05 -0.58 1.34
H 1.427 -1.479 2.957 -0.23 -0.41 -0.09
O 3.151 -0.132 0.677 -0.57 -0.55 0.65
H -2.462 5.099 -0.994 -0.43 0.38 -0.33
H -1.180 -4.316 1.702 0.03 -0.37 -0.06
H -4.301 1.495 0.236 0.10 0.03 -0.02
H 2.050 -4.631 -3.138 -0.34 0.29 0.43
H 1.431 0.519 3.240 0.12 0.67 -0.20
H 0.040 2.378 4.207 0.29 0.04 0.41
H 1.799 -2.216 1.415 0.24 -0.41 -0.06
N 1.789 -1.424 2.024 0.17 0.63 -0.15
H 1.209 1.728 -0.478 -0.10 0.19 -0.20
N -0.648 -1.562 -0.291 0.70 1.56 -1.10
H -0.619 0.888 -4.715 -0.09 0.20 0.27
H 3.227 -3.816 -3.950 0.32 0.81 0.22
H -0.408 -4.086 0.197 0.34 0.07 -0.03
C 0.792 -4.930 1.727 -0.44 -0.13 -1.78
O -0.978 3.104 -0.818 -1.25 0.53 0.53
C 2.521 3.386 -0.506 -0.24 0.11 0.37
H -3.289 2.116 -2.788 -0.16 0.45 0.12
H -1.823 1.389 -2.246 0.00 0.08 -0.05
H 2.757 -5.015 1.309 -0.12 -0.21 -0.06
O 0.821 -5.591 2.744 -0.08 0.65 0.33
N -2.449 2.191 -2.247 0.39 -0.89 0.34
N -0.334 -4.362 1.159 -0.65 0.09 0.94
H 3.309 -1.122 -1.524 0.39 -0.48 0.13
N 1.473 4.119 -0.010 0.70 -0.23 0.22
H 3.369 1.072 -3.993 -0.16 0.50 -0.21
H 2.539 1.641 2.476 0.00 -0.01 -0.11
H 2.833 1.438 -0.973 -0.09 -0.02 0.12
O 1.420 2.310 -5.168 -0.27 -0.66 0.97
N 2.014 0.783 2.464 0.49 -0.69 -0.41

=====

56
Properties=species:S:1:pos:R:3:forces:R:3 method="wB97M-V/def2-TZVPD" lumo_ev=0.15 fmax_ha_per_bohr=0.028 spin_multiplicity=1 gap_ev=9.338 molar_mass_g_mol=316.392 homo_energy_ev=-9.2 e_above_lowest_kcal_mol=1.3 energy_ev=-31322.091
H 3.954 -0.261 -1.915 -0.44 -0.24 -0.03
C -1.652 0.370 -3.184 1.26 -0.33 -0.22
O -0.247 -0.347 -0.145 0.03 -0.26 -0.23
C -0.005 -0.926 1.126 0.62 0.26 -0.25
H 3.692 -0.657 -0.193 -0.46 -0.34 -0.17
H -4.944 -0.951 0.120 0.00 0.02 0.03
H -0.818 0.698 4.376 0.08 0.02 -0.15
O 5.632 -0.592 -0.786 0.04 -0.42 -0.11
H -2.498 -2.226 4.947 0.12 -0.22 -0.08
H 1.669 0.972 -2.013 -0.29 -0.01 0.14
H -1.105 0.797 -2.337 -0.26 0.23 0.02
H 5.816 0.288 -1.119 -0.03 0.02 0.02
H -3.676 -1.475 1.258 -0.08 0.05 0.12
C -3.870 -1.085 0.259 0.03 -0.23 -0.08
H 4.189 -1.949 -1.383 -0.09 -0.07 0.14
O 0.881 4.136 0.024 -0.26 -0.32 0.36
C 1.483 1.965 -2.428 0.14 0.10 -0.72
H 0.691 2.096 0.174 -0.20 0.01 -0.11
H 0.458 2.305 -2.266 0.08 0.01 0.44
O 2.473 2.883 -1.998 0.19 0.09 0.05
O -3.156 0.128 0.027 -0.03 -0.19 0.06
C -2.404 -1.728 3.981 -0.37 0.41 -0.02
H -0.316 -1.972 1.209 -0.28 0.07 -0.05
H 1.084 -0.914 1.216 -0.07 -0.04 0.22
H 1.547 1.882 -3.515 0.19 -0.10 0.05
N 0.695 -2.577 -2.093 0.11 -0.03 -0.86
C 1.122 -2.388 -3.392 0.37 -0.55 0.75
H 1.720 -3.545 -4.985 -0.01 0.16 -0.03
H -0.413 -0.328 1.943 -0.17 -0.06 -0.01
H 0.694 4.895 0.581 0.13 0.16 -0.17
H -2.607 -2.414 3.162 0.08 -0.20 0.14
H -2.634 0.819 -3.271 -0.10 -0.08 -0.06
H 0.532 -1.787 -1.488 -0.05 0.19 0.04
H -0.480 3.025 1.173 -0.08 -0.09 -0.25
H -1.395 -1.332 3.854 0.05 -0.05 0.09
H -3.525 -1.832 -0.456 0.05 0.16 -0.10
H 0.374 1.275 6.366 0.01 -0.01 0.00
C -0.515 1.704 4.680 -0.16 -0.05 0.48
H -3.393 -0.154 4.649 0.08 -0.04 0.03
H -0.254 2.295 3.808 0.02 -0.02 -0.10
O 0.621 1.678 5.531 0.03 0.01 -0.12
H 1.195 -4.475 -3.643 -0.04 0.08 0.05
O -0.899 0.572 -4.388 -0.54 -0.07 0.35
H -1.193 -0.232 -0.319 -0.14 0.03 0.35
H -1.678 -0.708 -2.987 -0.60 0.04 0.07
N 1.356 -3.574 -4.052 -0.04 0.25 -0.14
H -1.370 2.171 5.181 0.02 0.08 -0.12
C 4.259 -0.906 -1.091 0.90 1.09 0.13
H 1.204 2.875 1.666 0.03 0.06 -0.11
H 0.706 -3.512 -1.731 -0.09 0.14 0.26
H -0.212 -0.107 -4.358 0.29 0.20 -0.15
H -3.418 0.734 0.727 0.12 0.11 -0.05
O -3.390 -0.702 3.860 0.04 0.07 -0.18
H 2.147 3.413 -1.261 -0.17 -0.02 -0.08
O 1.333 -1.295 -3.894 -0.38 -0.13 -0.03
C 0.545 2.976 0.793 0.32 0.11 0.41

=====

54
Properties=species:S:1:pos:R:3:forces:R:3 method="wB97M-V/def2-TZVPD" lumo_ev=-0.42 fmax_ha_per_bohr=0.027 spin_multiplicity=1 gap_ev=9.600 molar_mass_g_mol=288.378 homo_energy_ev=-10.0 e_above_lowest_kcal_mol=86.1 energy_ev=-28341.574
C -0.006 -0.002 0.206 -0.99 -0.96 0.21
O 1.401 -3.633 -0.466 -0.13 -0.18 0.06
H 3.145 -0.406 3.210 0.05 -0.11 0.07
O -0.158 3.963 -4.449 0.29 -0.07 -0.24
H -2.982 0.674 -0.159 0.01 0.21 0.00
O -1.155 -4.930 0.206 -0.32 0.37 -0.20
H 2.509 -4.790 -1.812 -0.18 -0.18 -0.10
O -0.297 0.699 -1.005 0.19 0.25 0.29
H 1.445 3.507 -3.229 -0.18 0.01 0.01
H 1.134 1.843 2.568 0.23 -0.37 -0.10
C 2.109 -4.832 -0.801 0.46 0.21 0.45
H 1.378 2.525 -4.660 -0.37 0.01 -0.26
H 0.215 2.250 -3.326 0.12 -0.11 -0.07
H 1.464 -5.695 -0.645 -0.12 0.03 -0.29
C 2.092 -0.599 3.418 -0.20 0.10 -0.13
H 2.957 -4.943 -0.117 -0.02 0.05 -0.06
H -2.373 -0.701 -3.346 0.09 -0.04 0.05
H 2.043 0.584 5.229 0.15 0.01 -0.07
C 0.747 3.006 -3.908 0.27 0.18 0.60
C 1.566 1.853 3.568 0.24 -0.15 0.23
H 0.022 -0.634 4.933 0.11 0.07 -0.03
H -0.267 -4.548 0.234 0.08 -0.19 0.04
H -0.780 0.087 -1.584 0.24 0.16 -0.12
H -2.974 -4.117 -0.422 0.09 -0.24 -0.12
H 1.977 -1.581 3.880 0.16 0.02 0.13
O -4.740 -0.415 -0.262 -0.05 0.17 0.25
H -0.790 -0.759 0.351 0.28 -0.11 -0.02
H 3.095 3.245 0.533 0.10 -0.08 -0.10
H -1.050 3.685 -4.252 -0.12 -0.03 -0.01
C -4.034 0.765 0.125 0.32 -0.30 -0.23
H 1.496 -2.995 -1.174 0.03 0.03 -0.02
H -0.096 0.603 1.109 0.27 0.50 -0.37
H -4.456 1.664 -0.329 -0.01 0.04 0.03
O -1.822 3.209 -0.735 0.09 -0.14 -0.16
H 1.011 2.638 4.081 0.24 -0.07 0.40
C 1.504 0.509 4.278 -0.74 0.00 -0.02
C 2.227 3.079 -0.104 0.03 -0.25 -0.07
C -1.958 -3.815 -0.185 0.59 0.37 0.47
H -2.303 3.396 -1.547 0.05 0.04 0.09
H -1.076 -1.451 -3.660 0.01 0.08 0.12
H 2.086 3.958 -0.736 -0.14 0.08 0.10
O -1.507 -0.917 -2.981 -0.16 -0.05 -0.16
O 2.440 1.917 -0.903 0.01 0.07 0.18
H 1.568 -0.639 2.460 0.01 0.05 0.04
H 1.368 2.929 0.552 -0.09 0.25 -0.04
H -1.259 2.441 -0.940 -0.11 0.06 0.12
H -2.009 -3.080 0.630 -0.16 -0.09 0.00
H 0.960 -0.509 0.171 0.07 0.20 -0.02
O 0.124 0.259 4.585 -0.03 -0.05 -0.19
H -1.482 -3.292 -1.021 -0.31 -0.11 -0.21
H 2.635 2.078 3.534 -0.17 0.48 -0.30
H -4.644 -0.507 -1.211 -0.07 -0.05 -0.05
H 1.565 1.561 -1.097 0.00 -0.07 -0.19
H -4.063 0.863 1.206 -0.21 -0.10 0.02